# 1
22
Properties=species:S:1:pos:R:3 method="wB97M-V/def2-TZVPD" orbital_gap_ha=0.420 lumo_energy_ev=-2.794 charge=+1 homo_energy_ev=-14.23
C 0.87950 0.58646 0.02370
O 2.09397 -0.16004 0.12687
C -0.30321 -0.34807 -0.22963
C 0.03555 -1.53093 -1.17962
O -1.01822 -2.47574 -0.91654
N -0.59651 -1.02544 1.05958
H 1.00989 1.33234 -0.75722
H 0.70435 1.04434 1.00011
H 2.70591 0.18217 -0.52891
H -1.23043 0.05181 -0.61916
H 0.04930 -1.30544 -2.22773
H 0.96346 -1.93780 -0.78027
H -1.36969 -2.91622 -1.69401
H 0.18654 -1.50108 1.48447
H -1.09478 -0.51848 1.81567
H -1.22510 -1.79331 0.84015
H -2.81507 0.90199 2.76021
H -3.64699 -0.31686 2.43536
O -2.80684 0.10449 2.21468
H 2.32056 4.63338 -1.65943
H 3.01993 3.30777 -1.53825
O 2.13787 3.68467 -1.63003

***

# 2
20
Properties=species:S:1:pos:R:3 method="wB97M-V/def2-TZVPD" orbital_gap_ha=0.427 lumo_energy_ev=0.619 smiles=CCC.O.O.O homo_energy_ev=-11.01
C 1.21624 -1.57905 -0.35264
C 1.53101 -0.17984 0.14981
C 1.70867 0.78816 -1.00992
H 1.93307 -1.84872 -1.11886
H 1.00371 -2.26600 0.45763
H 0.25404 -1.47110 -0.87511
H 0.69421 0.24239 0.70649
H 2.43172 -0.12661 0.75582
H 1.88172 1.79905 -0.66219
H 0.82991 0.82281 -1.64589
H 2.55981 0.51944 -1.64767
H -1.48224 1.30232 -0.35905
H -1.20983 2.77924 -0.54410
O -1.11265 2.07085 0.10063
H -1.07018 0.28137 2.12691
H -1.70459 -0.70080 3.13510
O -1.63727 -0.49880 2.19831
H -2.47631 -0.59196 0.31734
H -3.07838 -0.78925 -1.10430
O -2.27265 -0.55347 -0.62831

***

# 3
21
Properties=species:S:1:pos:R:3 method="wB97M-V/def2-TZVPD" orbital_gap_ha=0.331 lumo_energy_ev=0.377 smiles=CCSC.O.O.O homo_energy_ev=-8.64
C 0.33485 -1.05616 0.03463
C -0.25973 0.39401 -0.20688
S 0.83624 1.66114 0.31212
C 1.36004 2.13888 -1.45459
H -0.28815 -1.77306 -0.32877
H 0.69732 -1.28839 1.04172
H 1.28160 -1.19836 -0.52955
H -1.12917 0.64452 0.36698
H -0.56896 0.52424 -1.21277
H 1.75183 1.25709 -1.94664
H 0.45025 2.50404 -1.95177
H 2.22863 2.82699 -1.32236
H 1.38756 5.14165 1.49476
H 1.95657 6.44230 2.04062
O 2.15629 5.62706 1.67671
H -0.48445 -3.81776 -0.82370
H -0.20143 -4.47457 0.68145
O -0.91094 -4.35753 0.01785
H -4.11546 -3.72961 0.18297
H -2.77671 -3.77942 0.83525
O -3.70617 -3.68704 1.09195

***

# 4
22
Properties=species:S:1:pos:R:3 method="wB97M-V/def2-TZVPD" orbital_gap_ha=0.321 lumo_energy_ev=0.269 smiles=CCSSC.O.O.O homo_energy_ev=-8.45
C -2.29330 0.72616 1.00564
C -2.06015 0.47148 -0.46774
S -1.23311 1.86449 -1.37592
S -0.48548 0.73177 -2.94045
C 0.96871 -0.11525 -2.30538
H -2.50151 -0.22996 1.47984
H -3.23214 1.29601 1.07952
H -1.53472 1.22248 1.57240
H -1.50880 -0.47655 -0.49678
H -2.90110 0.24412 -1.12192
H 0.67698 -1.09887 -1.91792
H 1.54772 -0.37140 -3.19297
H 1.46381 0.47445 -1.54079
H 0.56427 0.71256 2.55408
H 0.91812 1.06842 1.00363
O 0.52609 0.46246 1.63408
H 0.57990 -1.48678 0.51691
H 0.81323 -2.63345 1.62598
O 0.25658 -2.28190 0.93189
H 2.67804 -0.80630 0.51578
H 3.81931 0.10653 0.91269
O 2.93755 0.11953 0.52746

***

# 5
22
Properties=species:S:1:pos:R:3 method="wB97M-V/def2-TZVPD" orbital_gap_ha=0.333 lumo_energy_ev=0.486 smiles=CCSSC.O.O.O homo_energy_ev=-8.57
C 1.59128 1.70984 -0.04621
C 0.97017 1.07417 1.23497
S -0.83007 0.96754 0.82980
S -1.64824 -0.71663 1.40345
C -1.15304 -2.00059 0.15827
H 2.61040 2.09041 0.07382
H 0.90423 2.42541 -0.49565
H 1.72047 0.86541 -0.76849
H 1.54160 0.17668 1.43839
H 0.96120 1.69423 2.13002
H -0.40771 -1.75593 -0.62284
H -0.72794 -2.93997 0.56000
H -2.13077 -2.18540 -0.25684
H -1.01771 2.91005 -1.36483
H -1.64307 2.12362 -2.56744
O -1.05529 2.84433 -2.32615
H -1.26188 0.37926 -3.85796
H -1.28991 -0.93820 -3.05390
O -1.51439 -0.00715 -3.01201
H 0.84045 -3.32149 3.25086
H 1.77367 -2.29133 3.90862
O 1.76656 -3.10425 3.38410

***

# 6
22
Properties=species:S:1:pos:R:3 method="wB97M-V/def2-TZVPD" orbital_gap_ha=0.330 lumo_energy_ev=0.482 smiles=CCCSS.O.O.O homo_energy_ev=-8.51
C 1.04713 -1.11789 -2.22231
C 1.95181 -0.78673 -3.40974
C -0.27404 -0.28979 -2.31190
S -1.29024 -0.46627 -0.77744
S -1.12478 1.36236 0.08357
H 0.72491 -2.15666 -2.22745
H 1.49223 -0.83654 -1.27347
H 1.82715 -1.51736 -4.20421
H 2.99921 -0.81510 -3.10751
H 1.83090 0.25988 -3.69783
H 0.05028 0.74851 -2.32569
H -0.89003 -0.53472 -3.16994
H 0.16505 1.53782 -0.17568
H -1.26886 1.56777 3.67938
H -0.08117 1.09011 4.45514
O -1.02023 1.11037 4.47182
H 1.73581 0.04492 2.08388
H 1.14162 0.91610 3.15959
O 1.47433 0.97951 2.27095
H 0.59538 -1.60678 0.59541
H 1.26196 -2.62211 1.55920
O 1.18381 -1.69861 1.36143

***

# 7
21
Properties=species:S:1:pos:R:3 method="wB97M-V/def2-TZVPD" orbital_gap_ha=0.396 lumo_energy_ev=0.521 smiles=CC(C)O.O.O.O homo_energy_ev=-10.24
C -1.18819 -1.02476 -0.08766
C -1.90348 -0.46921 1.03531
C -0.95322 0.04609 2.15500
O -2.67680 0.55952 0.52450
H -1.83652 -0.82335 -0.98110
H -0.32095 -0.33101 -0.28103
H -0.73556 -1.98152 -0.07660
H -2.46449 -1.38120 1.32026
H -0.19623 -0.74277 2.44041
H -0.45131 0.95398 1.84146
H -1.69610 0.04823 2.93519
H -3.42515 0.28922 0.02256
H 3.31317 -3.52337 -0.03124
H 3.90128 -3.47090 1.29659
O 3.29868 -3.96877 0.82688
H 1.91064 6.24649 -0.82589
H 1.73311 5.02562 0.04833
O 1.99759 5.29015 -0.85205
H 0.61621 0.30735 -4.39315
H 0.54146 -0.40263 -2.97572
O 0.53587 -0.64714 -3.94205

***

# 8
22
Properties=species:S:1:pos:R:3 method="wB97M-V/def2-TZVPD" orbital_gap_ha=0.395 lumo_energy_ev=0.521 smiles="CCC=O.O.O.O.O" homo_energy_ev=-10.24
O 1.09662 -0.20271 1.76901
C 0.38635 0.77852 1.98186
C -1.07497 0.77205 1.95074
C -1.61221 0.97623 3.34842
H 0.69310 1.76358 2.41960
H -1.36403 -0.23944 1.41070
H -1.37275 1.75306 1.46763
H -1.15954 1.73695 3.90476
H -1.54027 0.01780 3.91640
H -2.77374 1.12202 3.31219
H 0.09881 -0.36755 -2.83115
H -0.74567 -1.20293 -3.93963
O 0.15103 -0.81701 -3.66061
H 2.01440 0.10063 -0.13307
H 2.18202 0.24688 -1.61259
O 1.48973 0.32364 -0.95951
H -1.39241 -0.47021 -0.78191
H -1.02276 -1.79171 -0.89118
O -1.03536 -1.01736 -1.39887
H 2.77470 -1.05772 -3.72340
H 1.61142 -1.19763 -2.74800
O 2.59555 -1.22708 -2.80138

***

# 9
22
Properties=species:S:1:pos:R:3 method="wB97M-V/def2-TZVPD" orbital_gap_ha=0.283 lumo_energy_ev=-0.670 homo_energy_ev=-8.38
C -1.09659 -1.71628 -0.26500
C 2.24254 -0.47782 -1.08925
C -1.42000 1.07807 0.77220
O -1.58908 -2.12414 -1.29678
Si 2.70801 0.76657 0.24001
Si -1.70022 1.89127 -0.94240
Si 0.69676 -2.34974 0.07501
Si -2.16110 -0.65950 1.01115
H 1.68228 -0.17760 -1.83788
H 2.91223 -1.28335 -1.43509
H -1.64663 1.69783 1.51999
H -0.25937 1.06244 0.96591
H 1.84456 1.87115 -0.29221
H 4.22059 0.99058 -0.00798
H 2.50001 0.82252 1.73994
H -2.88922 2.62483 -0.82468
H -1.77499 0.86690 -1.88866
H -0.55091 2.90018 -1.46718
H 0.68106 -3.82940 -0.05590
H 0.86183 -1.97826 1.54620
H -1.59303 -1.43802 2.31004
H -3.66872 -0.53821 1.22257

***

# 10
22
Properties=species:S:1:pos:R:3 method="wB97M-V/def2-TZVPD" orbital_gap_ha=0.393 lumo_energy_ev=-3.346 charge=+1 homo_energy_ev=-14.05
N 1.11770 -0.98807 1.72502
C 1.74406 -1.63474 0.51847
C 1.05420 -0.93179 -0.74690
N 0.87657 0.49173 -0.31412
C 1.31186 1.42598 -1.46625
H 0.43583 -1.63428 2.20214
H 1.98534 -0.95873 2.41554
H 0.70475 -0.06317 1.46548
H 2.82977 -1.47140 0.76637
H 1.52118 -2.77316 0.58129
H 1.88575 -1.01562 -1.47536
H 0.18522 -1.64400 -1.01972
H -0.22933 0.46867 -0.35732
H 2.32280 1.13809 -1.91818
H 1.67637 2.23991 -0.75614
H 0.52595 1.81261 -1.99279
H -3.94924 -0.10398 2.18649
H -4.88368 -1.14455 2.51161
O -3.98393 -0.91902 2.63619
H -2.73617 1.88721 -2.58443
H -2.18756 3.36466 -2.37095
O -2.20743 2.45365 -2.00644

***

# 11
22
Properties=species:S:1:pos:R:3 method="wB97M-V/def2-TZVPD" orbital_gap_ha=0.348 lumo_energy_ev=-3.030 charge=+1 homo_energy_ev=-12.51
N 0.11855 0.63575 0.55477
C 0.65976 -0.58177 -0.16321
C 1.77161 -0.19423 -1.11144
C -0.54169 -1.25850 -0.90544
N -0.35606 -2.70565 -0.77394
H 0.79148 1.37574 0.36155
H 0.11970 0.43328 1.58491
H -0.81598 0.95013 0.32359
H 0.88487 -1.42284 0.51047
H 1.55641 0.76958 -1.57694
H 1.78861 -0.80880 -2.01770
H 2.79324 -0.24422 -0.72191
H -1.47170 -1.02355 -0.39048
H -0.56805 -0.96205 -1.94952
H -1.13873 -3.32052 -0.71642
H 0.49688 -3.00533 -1.20680
H -1.24157 -0.40362 3.49578
H -1.00946 0.99787 3.33403
O -1.26825 0.24419 2.75691
H 0.10107 3.36268 -1.64922
H -0.74786 3.61409 -0.35247
O -0.10956 3.01696 -0.76531

***

# 12
22
Properties=species:S:1:pos:R:3 method="wB97M-V/def2-TZVPD" orbital_gap_ha="0.428 / 0.200" lumo_energy_ev="-7.241 / -13.440" multiplicity=2 charge=+2 homo_energy_ev="-18.90 / -18.89"
C -1.03054 1.41860 -1.86359
C 0.34427 1.50156 -1.23128
C 0.59230 0.88445 0.14014
N 0.61865 -0.69848 0.11976
N -1.58046 -0.02183 -1.84449
H -1.13816 1.92077 -2.83691
H -1.73294 1.96161 -1.19318
H 1.07042 1.27079 -2.05354
H 0.57497 2.55721 -1.06403
H 1.53007 1.17415 0.57643
H -0.18037 1.10485 0.85977
H 1.61677 -0.89336 0.32163
H 0.49271 -0.84906 -0.88304
H -0.08428 -1.19325 0.68873
H -1.99329 -0.45438 -2.69117
H -2.39806 0.17771 -1.22907
H -1.79827 -2.41145 1.58498
H -0.54436 -2.71941 2.52020
O -1.09244 -2.02516 2.13589
H 1.56070 -0.94708 2.87770
H 2.92443 -0.92808 2.88127
O 2.24787 -0.83016 2.18380

***

Which strongest force on any atom belongs to each record? In order, 1.762; 1.720; 4.429; 2.624; 1.781; 1.737; 5.020; 4.665; 7.163; 6.526; 2.673; 4.858 eV/Å.
Which ΔE to the lowest compared entry with this formula, charge and spin belongs to each record? In order, 23.69; 3.28; 37.48; 22.87; 23.86; 16.24; 49.44; 44.63; 7.15; 70.95; 22.17; 18.63 kcal/mol.